Entry 1:
Here is a single C3H6N2O2 molecule from the OMol25 dataset. Energies are from ωB97M-V/def2-TZVPD.

Structure (XYZ):
```
13
Properties=species:S:1:pos:R:3:forces:R:3
C 0.53059 1.88489 -0.35128 0.1 0.1 0.0
N -0.04193 0.55284 -0.23220 0.0 -0.3 0.0
C 0.65603 -0.38019 0.47428 0.0 0.1 0.0
O 1.68231 -0.12768 1.07306 -0.3 -0.1 -0.1
N 0.14439 -1.69436 0.48619 0.0 -0.1 0.1
C -1.11797 -2.16572 0.20913 0.0 -0.1 0.0
O -1.44318 -3.31988 0.35939 0.1 0.5 -0.1
H 1.60756 1.82618 -0.53860 -0.2 0.0 0.0
H 0.39146 2.44951 0.57486 0.0 0.0 -0.2
H 0.04389 2.40506 -1.17721 0.0 0.0 0.1
H -0.72300 0.25742 -0.91299 0.1 0.0 0.1
H 0.76587 -2.35167 0.94221 0.0 0.0 0.0
H -1.81681 -1.39377 -0.15822 0.1 -0.1 0.0
```
Forces are in eV/Å.

Calculated values
relative energy (zero: lowest compared OMol25 entry of this formula, charge and spin) = 12.7 kcal per mole
2S+1 = 1
LUMO = 0.6 eV
HOMO-LUMO gap = 10.998 eV
SMILES = CNC(=O)NC=O
total charge = 0

Entry 2:
Here is a molecular structure, C14H33O5PtSSe2SiTe2 at a distorted geometry from the OMol25 dataset. Energies are from ωB97M-V/def2-TZVPD.

Structure (XYZ):
```
59
Properties=species:S:1:pos:R:3:forces:R:3
Pt -1.08403 2.96608 0.06429 0.8 -0.6 -0.7
Se -2.04507 4.38793 -1.66126 -0.2 -0.3 0.3
Te -4.42873 3.65950 -1.36817 -0.1 0.2 -0.1
Te -4.44866 2.98800 1.34893 0.0 0.0 0.1
Se -2.17829 3.80399 2.03607 -0.3 0.0 -0.1
C 2.45173 4.88865 2.76813 -0.6 -0.4 0.0
S 1.18860 3.54387 2.61037 1.6 0.4 1.6
C 2.24514 2.29649 3.48144 -0.6 0.4 -0.3
O 1.22713 3.18435 1.19566 0.1 -0.4 -1.2
H 2.58780 5.12723 3.81660 0.1 0.1 0.2
H 2.07629 5.75327 2.23119 -0.2 0.1 0.0
H 3.37854 4.55803 2.30964 0.1 -0.2 0.0
H 2.43081 2.63439 4.49542 0.0 0.1 0.2
H 3.16800 2.16172 2.92766 0.1 0.1 -0.1
H 1.69991 1.35860 3.49930 -0.1 0.0 0.0
C 2.03888 -2.81455 -1.30388 0.1 0.3 -0.1
C 2.03580 -1.60025 -2.23455 0.4 -0.5 -0.5
C 1.21604 -1.91252 -3.49248 0.1 0.1 0.3
C 3.46983 -1.21023 -2.62214 -0.4 -0.1 0.1
O 1.49108 -0.48192 -1.59613 0.0 0.1 0.0
Si 0.19784 -0.33079 -0.60667 -0.3 -0.2 0.0
O -0.09296 1.19884 -0.52395 -0.7 1.5 0.5
O 0.68104 -1.06259 0.79407 0.2 0.1 -0.3
C -0.01422 -1.27069 1.99439 -0.3 -0.3 0.7
C -0.82857 -0.04033 2.41039 0.3 -0.2 -0.2
C -0.94916 -2.47914 1.83663 0.2 0.3 0.0
C 1.04690 -1.58234 3.06219 -0.3 0.1 -0.4
O -1.08846 -1.23984 -1.16694 0.7 -0.1 0.4
C -2.25625 -0.74868 -1.78956 -0.9 0.1 -0.4
C -1.91869 0.19413 -2.94709 0.1 -0.2 0.2
C -3.12115 0.00961 -0.77790 0.4 -0.1 -0.1
C -3.02067 -1.97440 -2.31499 0.3 0.3 0.2
H 2.54770 -3.66620 -1.75425 0.0 0.0 -0.1
H 1.01039 -3.08230 -1.07950 -0.1 -0.2 0.1
H 2.52742 -2.54395 -0.37134 0.1 -0.1 0.1
H 1.65836 -2.73648 -4.05061 0.0 -0.1 -0.1
H 1.16874 -1.02705 -4.12445 0.0 0.0 -0.1
H 0.20537 -2.17371 -3.19046 -0.1 -0.1 -0.1
H 3.97677 -2.02692 -3.13366 0.1 -0.1 -0.1
H 4.02259 -0.94167 -1.72471 0.1 0.0 0.1
H 3.44009 -0.33633 -3.26913 0.0 0.1 -0.1
H -1.63594 0.12796 1.70288 -0.2 0.1 0.0
H -0.19783 0.84659 2.39945 0.0 0.1 0.0
H -1.25157 -0.17668 3.40476 -0.1 0.0 0.1
H -1.69154 -2.25288 1.07761 -0.1 -0.1 -0.1
H -1.44894 -2.72075 2.77305 0.0 0.0 0.1
H -0.36605 -3.33746 1.50987 0.0 -0.1 0.0
H 1.73940 -0.74974 3.15101 0.1 0.1 0.0
H 1.61692 -2.45798 2.76309 0.1 -0.2 0.0
H 0.57675 -1.76758 4.02561 0.0 0.0 0.1
H -1.36550 1.04708 -2.55945 0.0 0.1 -0.1
H -2.83158 0.54521 -3.42630 0.0 0.0 0.0
H -1.29361 -0.31620 -3.67582 0.0 -0.1 -0.2
H -2.55282 0.87925 -0.42891 -0.3 -0.1 0.0
H -3.35869 -0.62225 0.07628 -0.1 -0.1 0.1
H -4.04528 0.34765 -1.24495 0.0 0.1 0.0
H -2.40541 -2.51553 -3.02891 0.1 -0.1 -0.1
H -3.94033 -1.66532 -2.80500 -0.1 0.0 -0.1
H -3.26183 -2.64318 -1.49283 0.0 -0.1 0.1
```
Forces are in eV/Å.

Calculated values
relative energy (zero: lowest compared OMol25 entry of this formula, charge and spin) = 16.3 kcal per mole
2S+1 = 3
LUMO (spin up / spin down) = 2.2 / 1.9 eV
HOMO-LUMO gap (spin up / spin down) = 5.963 / 5.586 eV
total charge = -1

Entry 3:
Here is a molecular structure, C52H42ClIN7O3P2SSeTi from the OMol25 dataset. Energies are from ωB97M-V/def2-TZVPD.

Structure (XYZ):
```
111
Properties=species:S:1:pos:R:3:forces:R:3
Ti 0.41447 0.51337 -0.78896 -0.1 0.3 -0.4
C -2.68194 -0.64944 1.27584 0.0 0.0 0.0
N -3.16165 -1.63289 0.33840 -0.1 0.0 0.0
C -2.51377 -1.83696 -0.93304 0.1 -0.1 0.0
P -1.90068 -0.25403 -1.65559 0.0 0.0 0.0
C -1.74586 -0.59817 -3.41868 0.0 0.0 0.0
C -1.20815 -1.81322 -3.83812 0.0 0.0 0.0
C -1.01964 -2.05720 -5.18915 0.0 0.0 0.0
C -1.36343 -1.08881 -6.12228 0.0 0.0 0.0
C -1.89904 0.12200 -5.70619 0.0 0.0 0.0
C -2.09069 0.37287 -4.35658 0.0 0.0 0.0
C -3.32216 0.85619 -1.48339 0.1 0.0 0.1
C -4.55389 0.45340 -1.99411 0.0 0.0 0.0
C -5.67076 1.25544 -1.82609 0.0 0.0 0.0
C -5.56439 2.46195 -1.14809 0.0 0.0 0.0
C -4.34120 2.86717 -0.63266 0.0 0.0 0.0
C -3.22388 2.06404 -0.79766 0.1 0.0 0.0
C -4.27747 -2.41498 0.67086 0.0 0.0 0.0
C -4.44815 -3.68486 0.11466 0.0 0.0 0.0
C -5.55690 -4.44893 0.44129 0.0 0.0 0.0
C -6.50676 -3.97664 1.33384 0.0 0.0 0.0
C -6.33682 -2.71993 1.89332 0.0 0.0 0.0
C -5.24032 -1.93865 1.56424 0.0 0.0 0.0
P -0.83790 -0.54088 1.31311 0.1 0.0 0.0
C -0.40314 -2.26372 1.65744 0.0 0.0 0.0
C -1.04842 -2.93308 2.69849 0.0 0.0 0.0
C -0.76686 -4.26483 2.94449 0.0 0.0 0.0
C 0.15694 -4.93699 2.15296 0.0 0.0 0.0
C 0.79895 -4.27639 1.11842 0.0 0.0 0.0
C 0.52092 -2.94086 0.87028 0.0 0.0 0.0
C -0.59910 0.40426 2.84167 0.0 0.0 0.0
C 0.30613 -0.01881 3.81175 0.0 0.0 0.0
C 0.48183 0.73483 4.96281 0.0 0.0 0.0
C -0.23681 1.90569 5.15110 0.0 0.0 0.0
C -1.13773 2.33219 4.18475 0.0 0.0 0.0
C -1.31557 1.58748 3.02964 0.0 0.0 0.0
H -2.97480 -0.95180 2.28267 0.0 0.0 0.0
H -3.08943 0.35657 1.11017 0.0 -0.1 0.0
H -3.24048 -2.25216 -1.63552 0.1 0.0 0.0
H -1.65834 -2.53152 -0.88910 -0.1 0.0 0.0
H -0.91993 -2.56575 -3.11613 0.0 0.0 0.0
H -0.59849 -3.00075 -5.50773 0.0 0.0 0.0
H -1.21468 -1.27881 -7.17650 0.0 0.0 0.0
H -2.16781 0.87618 -6.43317 0.0 0.0 0.0
H -2.50772 1.32029 -4.03876 0.0 0.0 0.0
H -4.64162 -0.48388 -2.52933 0.0 0.0 0.0
H -6.62402 0.93932 -2.22548 0.0 0.0 0.0
H -6.43704 3.08791 -1.02326 0.0 0.0 0.0
H -4.25737 3.81072 -0.11063 0.0 0.0 0.0
H -2.26499 2.37682 -0.39801 0.0 0.0 0.0
H -3.69893 -4.09552 -0.54823 0.0 0.0 0.0
H -5.66734 -5.43206 0.00409 0.0 0.0 0.0
H -7.36608 -4.57907 1.59047 0.0 0.0 0.0
H -7.07294 -2.33017 2.58348 0.0 0.0 0.0
H -5.15534 -0.94508 1.97982 0.0 0.1 0.0
H -1.76596 -2.41769 3.32574 0.0 0.0 0.0
H -1.26890 -4.77831 3.75285 0.0 0.0 0.0
H 0.37800 -5.97718 2.35027 0.0 0.0 0.0
H 1.52962 -4.79001 0.50873 0.0 0.0 0.0
H 1.03776 -2.43121 0.06979 0.0 0.0 0.0
H 0.88276 -0.91992 3.65806 0.0 0.0 0.0
H 1.18505 0.40457 5.71527 0.0 0.0 0.0
H -0.09957 2.48740 6.05273 0.0 0.0 0.0
H -1.70357 3.24266 4.33074 0.0 0.0 0.0
H -2.01586 1.93146 2.27649 0.0 0.0 0.0
Cl 5.89126 -0.65882 -4.98767 0.0 0.0 0.0
C 4.46295 -0.77405 -4.01866 0.0 0.0 0.0
C 3.81583 -1.96754 -3.90229 0.0 0.0 0.0
C 2.64200 -2.09004 -3.11851 -0.2 -0.1 0.1
I 1.76003 -3.95198 -2.85816 0.1 0.0 0.0
C 2.12805 -1.00171 -2.48185 0.0 0.2 0.1
O 1.02303 -0.96203 -1.71238 0.1 0.0 -0.1
C 2.81968 0.23085 -2.57996 -0.2 0.0 0.2
N 2.27870 1.23470 -1.84275 0.0 0.0 0.0
C 2.85531 2.41574 -1.86556 0.0 0.0 0.0
C 4.01642 2.66785 -2.61210 0.0 0.0 0.0
C 4.58161 1.65791 -3.34352 0.0 0.0 0.0
C 3.98466 0.38148 -3.33891 0.1 0.0 0.0
H 4.20959 -2.83681 -4.40938 0.0 0.0 0.0
H 2.39002 3.20359 -1.28498 0.0 0.0 0.0
H 4.44759 3.65819 -2.60228 0.0 0.0 0.0
H 5.47818 1.82781 -3.92369 0.0 0.0 0.0
N 7.40222 3.13808 2.97217 0.0 0.0 0.0
C 6.43205 2.25039 2.57227 0.1 0.0 0.0
C 5.67108 1.55792 3.52069 -0.1 -0.1 0.1
C 4.66289 0.70621 3.12400 0.1 0.1 -0.1
C 4.41356 0.52772 1.76904 0.1 0.1 -0.1
C 5.16918 1.19589 0.80949 0.0 0.0 0.2
C 6.16756 2.05828 1.20979 0.0 0.0 0.0
S 3.12787 -0.51466 1.24684 0.0 0.0 0.1
O 2.73748 -1.36179 2.33777 0.0 0.1 0.0
O 3.49900 -1.11905 -0.00349 0.0 -0.1 0.0
N 1.85628 0.46904 0.84928 -0.2 -0.1 -0.2
C 1.60269 1.72523 1.24953 0.1 -0.2 0.1
N 2.19626 2.39290 2.24410 -0.1 0.0 0.0
C 1.81284 3.64625 2.39639 0.0 0.0 0.0
C 0.86373 4.28189 1.58445 0.0 0.0 0.0
C 0.27869 3.51685 0.60819 -0.1 0.0 0.0
N 0.61926 2.23127 0.45647 0.2 0.1 0.2
H 7.74779 3.05455 3.91273 0.0 0.0 0.0
H 8.09912 3.39966 2.29652 0.0 0.0 0.0
H 5.87693 1.69877 4.57380 0.0 0.0 0.0
H 4.06167 0.17786 3.84746 0.0 0.0 0.1
H 4.97643 1.02439 -0.24120 0.0 0.0 0.0
H 6.76439 2.58083 0.47341 0.0 0.0 0.0
H 2.28724 4.18572 3.20936 0.0 0.0 0.0
H 0.59964 5.31753 1.72783 0.0 0.0 0.0
H -0.46506 3.91317 -0.07522 0.0 0.0 0.0
Se -0.77042 4.40285 -3.48168 -0.1 0.3 -0.1
C -0.48195 2.90704 -2.65354 0.0 -0.3 0.1
N -0.30152 1.88646 -2.09213 0.1 -0.1 0.2
```
Forces are in eV/Å.

Calculated values
relative energy (zero: lowest compared OMol25 entry of this formula, charge and spin) = 0.0 kcal per mole
2S+1 = 1
LUMO = -3.5 eV
HOMO-LUMO gap = 6.518 eV
total charge = +1

Entry 4:
Here is a molecular structure, C27H24Cl2ILiN2O3P at a distorted geometry from the OMol25 dataset. Energies are from ωB97M-V/def2-TZVPD.

Structure (XYZ):
```
61
Properties=species:S:1:pos:R:3:forces:R:3
Li 2.39870 -0.38001 3.35826 -0.2 0.7 -0.8
N 2.46527 -0.40336 5.35254 0.2 -1.0 1.6
C 1.90109 0.97592 5.57642 -0.1 -0.2 0.7
C 2.61807 1.90337 4.58934 -2.2 -1.0 -2.1
O 3.52956 2.62813 4.91640 2.0 1.2 1.6
N 2.13041 1.71689 3.36122 -0.9 -1.2 2.2
C 2.85211 2.22981 2.31498 2.4 0.4 -3.6
C 3.13406 0.99545 1.11827 -0.3 2.4 3.1
O 3.62970 1.32805 0.05724 0.0 -0.4 -0.5
O 2.76279 -0.10407 1.60900 0.3 -1.5 -0.9
H 2.05477 -1.15077 5.97856 0.3 1.4 -0.9
H 3.45823 -0.41062 5.61310 -0.3 0.2 -0.1
H 2.03846 1.41500 6.59695 -0.1 -0.8 -0.5
H 0.83864 0.86532 5.31084 0.3 0.4 0.2
H 3.85684 2.75007 2.57504 -1.5 -0.9 -0.4
H 2.26593 2.92196 1.69344 0.2 0.3 0.2
I -0.49572 2.49147 1.53704 0.5 -0.3 0.3
C -2.21462 2.55706 0.38154 -0.8 0.0 0.2
C -3.30262 3.04740 1.06906 -0.5 -0.2 -0.4
C -4.43280 3.53431 0.39629 -0.7 -0.4 1.0
C -4.51222 3.50689 -0.96544 -0.2 0.9 1.4
C -3.48012 2.95721 -1.68618 1.6 -1.5 -1.0
C -3.51370 2.92935 -3.11745 0.9 -0.3 1.5
C -2.55380 2.22888 -3.78596 -0.7 -1.1 -1.7
C -1.73165 1.28792 -3.11196 -0.5 1.3 0.1
C -1.61839 1.36485 -1.75012 0.4 -0.4 -0.8
P -0.64193 0.16930 -0.81985 1.7 0.8 0.4
C 0.84875 0.01038 -1.85755 0.9 0.6 0.1
C 1.62370 -1.14075 -1.72120 -0.3 -0.9 0.2
C 2.85412 -1.23073 -2.33770 0.7 -0.6 -0.9
C 3.36129 -0.17014 -3.11032 0.4 -1.8 -0.1
C 2.67848 0.99596 -3.14693 -0.4 0.9 -0.3
C 1.45022 1.09119 -2.52171 -1.1 0.3 0.4
C -1.41281 -1.38423 -1.12145 -1.2 -1.6 0.5
C -1.94095 -2.00055 0.03619 0.1 -0.2 0.0
C -2.48634 -3.26298 -0.00039 -1.6 -1.7 0.1
C -2.59047 -3.98908 -1.21702 0.1 0.3 0.6
C -2.13218 -3.36863 -2.36614 0.4 0.7 -0.3
C -1.52519 -2.08093 -2.30454 -0.4 -0.8 -1.6
C -2.37661 2.28979 -1.01703 -0.9 1.3 0.3
H -3.39353 2.97231 2.14581 0.6 0.4 0.0
H -5.24042 3.87375 1.06419 0.2 0.0 -0.7
H -5.33573 3.95602 -1.45661 -0.7 0.3 -0.6
H -4.32389 3.46435 -3.55425 -0.3 0.3 -0.7
H -2.59244 2.16162 -4.89944 0.1 0.2 1.0
H -1.20844 0.54709 -3.68686 0.3 -0.1 -0.1
H 1.22648 -2.02511 -1.17505 0.4 0.8 -0.3
H 3.40478 -2.18761 -2.33608 -0.3 0.6 0.2
H 4.20712 -0.30165 -3.79293 0.0 -0.1 0.7
H 3.09351 1.81871 -3.71924 -0.2 0.1 0.1
H 0.90330 2.03000 -2.56709 0.1 -0.1 0.0
H -1.90689 -1.50004 0.99591 0.1 0.2 -0.1
H -3.03122 -3.72231 0.88398 1.1 0.8 -0.9
H -3.03130 -5.00951 -1.24635 0.3 0.9 0.0
H -2.25857 -3.84300 -3.34373 0.2 0.1 0.3
H -1.18215 -1.63912 -3.27406 -0.2 -0.4 1.1
Cl 1.51847 -4.82079 -0.34005 -0.1 -0.1 0.2
C 1.71742 -6.07088 0.91063 0.6 -1.1 -1.2
Cl 2.65718 -5.48310 2.28482 -0.1 -0.2 -0.1
H 2.25484 -6.92850 0.39199 -0.6 1.1 1.0
H 0.73240 -6.40731 1.23164 0.2 0.2 0.1
```
Forces are in eV/Å.

Calculated values
relative energy (zero: lowest compared OMol25 entry of this formula, charge and spin) = 0.0 kcal per mole
2S+1 = 1
LUMO = 2.0 eV
HOMO-LUMO gap = 5.495 eV
total charge = -1